DFT (wB97M-V/def2-TZVPD) results for 16 unconnected molecules or ions with the total composition C22H46Cl30NO2 at a distorted geometry.

Properties
Spin multiplicity: 1
E in eV: -404815.7211
LUMO level in eV: 1.72
Total charge: -1
Kohn-Sham gap in eV: 4.06

Each line ends with the Mulliken charge.
Atoms and positions in Å:
C: 0.84 1.36 1.81  -0.8592
C: -9.55 2.39 -0.17  -0.2011
H: 1.66 -0.10 -2.75  -0.8591
H: 4.70 1.42 -1.03  -0.0440
C: 8.75 3.66 -4.18  0.0913
Cl: 2.70 -6.24 -3.52  -0.1548
Cl: -5.50 6.17 0.55  -0.1570
H: -3.71 6.92 -1.37  0.0707
Cl: -7.96 1.78 0.30  -0.1214
Cl: 9.05 5.12 -5.13  -0.1674
Cl: 2.45 -5.37 3.54  -0.1075
H: 3.57 -6.21 -7.57  0.2962
H: 0.66 1.03 2.84  0.3262
C: -1.20 2.89 2.40  -0.3557
Cl: 3.69 -0.99 -1.34  -0.0485
Cl: -4.28 11.80 -0.33  -0.1661
Cl: 1.62 -2.99 0.13  0.0596
C: -2.77 11.02 0.15  0.2311
C: -4.44 6.08 4.29  0.0425
Cl: 4.49 -5.34 -9.55  -0.1673
H: -1.13 -3.02 1.43  -0.2063
H: -6.37 3.98 0.56  0.1561
H: -4.68 6.95 4.89  0.3533
C: -2.93 -6.49 3.43  -0.3808
H: -1.11 2.44 3.39  0.4110
Cl: 2.38 -11.30 -1.24  -0.1578
H: 0.68 3.50 1.61  0.3565
C: -2.55 2.45 1.81  -0.2218
H: 1.46 -4.93 1.46  -0.2547
H: -4.47 6.33 3.24  -0.0749
H: -1.95 11.71 -0.04  0.2714
Cl: 0.44 -5.59 -0.56  -0.2081
C: -2.56 -2.50 3.03  -1.1503
Cl: 0.75 2.05 -2.84  -0.2173
Cl: 2.76 -12.04 1.57  -0.1606
H: 5.27 -1.93 -2.81  0.2455
H: 3.77 -4.59 -4.82  -0.4583
H: -2.47 5.93 -2.16  0.3330
Cl: -2.00 -6.14 1.96  -0.0735
H: -5.42 4.32 2.01  -0.5658
C: 3.75 -4.84 -3.76  0.9119
C: 5.44 2.18 -1.26  0.1203
H: -0.25 2.61 0.43  0.1792
Cl: 4.93 3.71 -0.57  -0.1585
H: -3.51 3.07 3.36  0.2194
C: -2.65 6.83 -1.59  -0.1118
H: 2.95 -9.92 0.58  -0.2145
C: -1.14 -0.83 1.74  -0.3032
C: -6.16 4.71 1.32  0.7645
H: -1.30 -0.41 2.75  0.1880
Cl: -1.76 6.73 -0.07  -0.1028
Cl: -10.82 1.20 0.14  -0.1679
H: 2.55 -7.54 4.44  0.2909
H: -2.58 -2.20 0.93  0.3140
H: -9.76 3.28 0.41  0.2105
Cl: -2.15 8.23 -2.55  -0.1932
Cl: -2.82 5.52 4.68  -0.1424
Cl: 5.62 2.29 -3.03  -0.2232
Cl: -2.78 -5.18 4.61  -0.1389
H: 7.69 3.59 -3.97  -0.0263
H: 4.29 -11.00 0.11  0.2711
H: -3.08 -1.58 3.29  0.2782
H: -3.97 -6.61 3.17  0.2906
C: 0.01 2.64 1.49  -0.5621
C: 0.69 0.31 -2.51  1.8584
Cl: 5.41 -5.16 -3.23  -0.2060
H: -2.61 2.60 0.74  0.4080
H: -3.33 -3.24 2.89  0.3667
C: 4.61 -1.07 -2.85  0.0767
H: 6.40 1.90 -0.83  0.3014
O: 0.25 -0.90 1.50  -0.2824
H: 1.90 1.69 1.78  0.2488
Cl: 3.79 -3.92 -7.09  -0.1462
H: -1.58 -0.20 0.97  0.2201
N: 0.69 0.30 0.82  -0.4510
C: 3.22 -10.93 0.28  0.3084
H: -2.64 10.12 -0.45  -0.1854
H: -1.28 3.97 2.55  0.1734
H: 0.47 0.15 -1.45  -0.6106
H: 5.18 -0.16 -2.96  -0.1139
H: -2.69 1.40 2.06  -0.1074
Cl: 3.54 -1.24 -4.25  -0.1883
Cl: 2.78 -7.90 2.13  -0.1362
Cl: -7.65 5.06 2.21  -0.1729
O: -3.65 3.16 2.41  -0.4978
Cl: 9.62 3.68 -2.65  -0.1631
C: 4.31 -5.46 -7.80  -0.3068
C: 1.66 -4.73 0.41  -0.0069
H: -2.54 -7.40 3.87  0.3018
Cl: -0.53 -0.49 -3.51  -0.2398
C: 3.06 -7.02 3.64  -0.3640
C: -1.81 -2.23 1.71  0.1129
H: 4.13 -6.99 3.83  0.2914
H: 3.35 -4.01 -3.18  -0.0706
Cl: -5.65 4.82 4.61  -0.1612
H: 9.07 2.80 -4.76  0.2722
H: -9.54 2.62 -1.23  0.2888
H: 2.64 -5.11 0.13  0.4097
Cl: -2.77 10.58 1.86  -0.1509
H: 5.27 -5.73 -7.37  0.2913
H: -1.86 -2.75 3.82  0.2328

=====

DFT (wB97M-V/def2-TZVPD) results for a molecular structure, C22H46F8GaO4 at a distorted geometry.

Properties
Spin multiplicity: 1
E in eV: -105860.7736
LUMO level in eV: 2.30
Total charge: -1
Kohn-Sham gap in eV: 7.49

Each line ends with the Mulliken charge.
Atoms and positions in Å:
H: -6.00 5.07 -1.14  0.3065
H: 3.51 -3.93 1.34  0.2947
O: -2.88 -6.67 -0.26  -0.4597
H: -6.94 3.73 -0.49  0.3254
H: -3.17 1.75 1.01  0.2667
C: 0.80 -3.68 -0.75  0.0893
C: 2.52 -3.40 1.15  -0.0194
H: 0.71 4.07 3.15  0.2913
H: -2.97 -9.23 0.67  0.2766
H: -0.93 4.65 2.84  0.3084
H: -4.00 2.50 2.39  0.4523
C: -3.07 2.47 1.82  -0.8707
H: 1.78 -0.03 1.89  -0.2256
C: 5.20 4.54 -0.87  -0.2978
F: 1.63 -3.20 -1.79  -0.2437
H: 5.73 3.73 -0.36  0.2638
H: -6.61 4.28 -3.49  0.2647
H: 3.40 1.04 -1.50  0.4493
F: 5.27 -2.80 3.37  -0.2298
H: -4.37 5.56 -2.53  0.3034
H: 2.42 -3.48 3.45  0.2107
H: 3.43 3.30 -2.55  0.3375
C: -1.91 2.09 2.73  -0.5384
F: 4.97 0.71 2.35  -0.3269
H: -4.72 3.18 -3.38  0.3045
H: -0.93 -7.26 0.15  0.2365
C: -0.20 3.18 1.41  0.1465
C: 5.70 4.71 -2.30  -1.0224
Ga: 2.69 -0.94 2.86  0.3154
O: -5.20 3.17 -1.37  -0.4113
H: -1.26 -5.54 0.19  0.2519
F: 6.87 -1.67 2.24  -0.2832
H: 6.78 4.90 -2.30  0.3924
H: -2.10 1.11 3.16  0.3314
H: 2.20 3.20 -1.30  0.3498
H: 0.86 -2.84 2.67  0.4078
H: -2.89 4.87 -3.18  0.3894
F: -0.62 -3.56 -0.81  -0.2361
O: -0.66 2.00 2.05  -0.2755
H: 2.49 -0.56 4.42  -0.3868
H: -1.72 -9.17 -0.57  0.2505
C: 1.49 -4.27 0.35  0.0693
C: -3.39 -7.81 -0.91  -0.3429
H: -1.51 -5.46 -2.28  0.2460
H: 0.08 -6.09 -1.81  0.3883
C: 1.99 -2.89 2.57  -0.7887
H: -1.18 -7.19 -2.39  0.3757
H: 0.39 5.21 1.82  0.3984
H: -0.88 3.45 0.59  0.0856
C: 3.86 1.88 -0.97  -0.9694
F: 1.30 -5.63 0.71  -0.2919
H: 2.72 -2.47 0.52  0.1439
C: -2.80 -9.12 -0.41  -0.9995
C: 0.00 4.34 2.36  -1.1522
H: 0.76 2.92 0.95  0.0772
H: 4.94 1.83 -1.12  0.3112
H: -2.92 3.46 1.37  0.1720
H: -3.47 2.64 -2.27  0.3596
H: 5.41 5.45 -0.31  0.3397
H: 5.20 5.55 -2.78  0.2721
C: 3.28 3.20 -1.47  -0.5066
H: 3.67 1.77 0.10  0.2470
H: -3.26 -9.97 -0.92  0.3817
O: 3.79 4.34 -0.79  -0.4284
C: -0.99 -6.29 -1.79  -1.0843
H: -4.47 -7.82 -0.73  0.3424
F: 6.03 -0.77 4.21  -0.2351
H: -7.52 2.95 -2.77  0.2857
C: -6.32 4.04 -1.34  -0.3277
H: -1.82 2.79 3.57  0.3038
C: -4.26 3.39 -2.41  -0.3598
C: -7.17 3.97 -2.60  -1.0334
C: 5.73 -1.52 3.08  0.6140
H: -8.04 4.63 -2.51  0.3816
H: -3.26 -7.72 -2.00  0.3095
F: 4.88 -1.07 0.87  -0.3245
C: -1.47 -6.45 -0.36  -0.1892
C: -3.63 4.77 -2.39  -1.0385
H: 5.52 3.83 -2.91  0.2626
C: 4.64 -0.68 2.22  0.4661
H: -3.14 4.95 -1.43  0.2496

=====

DFT (wB97M-V/def2-TZVPD) results for a molecular structure, C22H46N3NbO2P at a distorted geometry.

Properties
Spin multiplicity: 1
E in eV: -42958.0383
LUMO level in eV: 1.94
Total charge: -1
Kohn-Sham gap in eV: 5.62

Each line ends with the Mulliken charge.
Atoms and positions in Å:
H: 3.57 2.31 1.27  0.3232
H: -0.16 -2.52 -1.33  0.3395
H: -0.31 -0.89 -0.71  0.5069
C: -4.14 4.24 1.33  -0.9925
C: 8.90 0.86 -0.30  -1.0502
C: 9.08 1.56 2.14  -0.5010
C: -3.11 1.71 3.24  -0.0745
C: -2.84 -0.96 -1.39  -0.0690
P: -3.35 2.95 0.26  0.2923
H: -4.19 -0.59 4.45  0.3747
H: 0.21 -1.30 2.65  0.1984
H: -0.76 -2.92 1.37  0.3458
H: -2.11 -0.21 -1.71  0.2711
C: -2.72 2.24 4.25  -0.6452
H: -2.16 2.55 5.10  0.3987
C: -1.54 0.02 -5.85  -1.0412
C: -0.60 -1.92 -0.53  -1.0719
C: -4.07 -1.44 3.78  -0.7524
H: -2.54 -2.19 0.38  -0.0972
H: -1.31 -0.42 -4.88  0.2526
C: -2.13 -2.08 -0.62  -0.1014
H: -4.09 -0.98 -6.26  0.2784
C: -3.30 -1.72 -6.41  -0.5061
C: 7.72 1.15 2.49  0.3094
H: -3.66 -2.40 -7.19  0.3007
Nb: -3.76 0.63 1.35  -1.2608
H: 0.44 -0.34 1.20  0.4176
N: -2.67 -1.87 3.79  -0.5994
H: -4.37 5.13 0.73  0.3396
N: 6.66 0.83 2.77  -0.3992
H: 4.81 1.21 0.62  0.0812
H: -5.07 3.85 1.72  0.2606
C: 3.78 1.56 0.50  -0.5905
C: 2.18 -1.43 1.81  -0.8187
C: 2.85 -0.07 1.89  -0.6215
H: -1.23 -1.78 -6.98  0.2897
H: 7.88 0.49 -0.20  0.2728
H: -2.09 -1.09 3.49  0.2196
H: 9.76 0.72 2.33  0.2728
H: 3.67 2.02 -0.47  0.2421
H: -5.16 3.08 -0.96  0.2860
C: 0.01 -2.41 0.80  -0.7840
N: -3.00 -3.02 -4.18  -0.4402
H: -4.57 -2.05 1.79  0.3305
H: -2.18 -0.57 -7.82  0.2999
H: 9.38 2.37 2.80  0.2742
H: 8.50 2.82 0.49  0.2921
H: -3.21 -1.40 -2.32  -0.1130
C: 9.19 1.99 0.67  -0.4106
H: 9.03 1.19 -1.33  0.3193
C: -4.66 -1.15 2.40  -0.7663
H: -0.64 0.52 -6.21  0.3257
O: 2.88 0.48 0.59  -0.2797
H: -5.74 -1.00 2.52  0.4024
H: -5.50 1.30 1.46  -0.0862
H: 9.58 0.02 -0.14  0.3005
H: -3.48 4.51 2.15  0.3170
C: 0.65 -1.30 1.65  -0.5116
C: -3.13 -2.48 -5.18  0.3081
H: 3.86 -0.14 2.29  0.4339
H: -2.57 -2.61 3.12  0.2838
H: -4.29 0.58 -1.32  0.6891
H: 2.60 -1.94 0.94  0.3930
H: 10.19 2.38 0.50  0.3040
H: -4.88 -0.91 -0.64  0.4283
H: -2.33 -3.02 -1.15  0.4814
H: 2.43 -1.98 2.72  0.3734
O: -4.22 3.13 -1.17  -0.5048
H: -2.01 0.05 1.31  0.6590
C: -4.01 -0.26 -0.69  -1.1876
H: 2.26 0.59 2.54  0.3501
H: -4.65 -2.25 4.23  0.3804
C: -2.01 -1.03 -6.85  -0.3981
H: -2.31 0.78 -5.69  0.3128
H: 0.78 -3.16 0.59  0.5425